[1]
C31H26N2O4STeTi | ωB97M-V/def2-TZVPD

Atoms and positions in Å:
Ti1 0.48 1.47 2.61
O1 -3.23 1.69 0.93
C1 -2.27 1.73 1.69
O2 -1.02 1.58 1.26
C2 -2.34 1.95 3.14
C3 -3.44 2.38 3.88
C4 -3.27 2.73 5.20
C5 -1.98 2.72 5.75
C6 -0.93 2.27 4.99
N1 -1.12 1.81 3.72
C7 0.53 2.38 5.31
O3 0.95 2.60 6.42
O4 1.26 2.25 4.22
H1 -4.40 2.46 3.38
H2 -4.11 3.06 5.79
H3 -1.77 3.09 6.74
C8 -0.61 -0.30 -8.02
C9 -0.68 0.10 -6.58
C10 -1.22 -0.75 -5.62
C11 -1.28 -0.39 -4.28
C12 -1.88 -1.37 -3.30
C13 -0.79 0.86 -3.88
Te1 -0.89 1.49 -1.87
C14 -0.25 1.74 -4.84
C15 0.30 3.10 -4.48
C16 -0.21 1.34 -6.16
H4 -1.05 -1.28 -8.18
H5 0.42 -0.33 -8.37
H6 -1.14 0.42 -8.65
H7 -1.59 -1.72 -5.92
H8 -2.39 -2.18 -3.82
H9 -2.60 -0.88 -2.64
H10 -1.10 -1.82 -2.67
H11 -0.42 3.70 -3.92
H12 0.56 3.65 -5.38
H13 1.19 3.01 -3.85
H14 0.20 2.02 -6.90
S1 0.75 -0.05 -1.02
C17 -0.17 -1.28 -0.20
N2 -1.42 -1.05 0.23
C18 -2.15 -1.95 0.90
C19 -1.64 -3.19 1.17
C20 -0.34 -3.47 0.74
C21 0.39 -2.53 0.06
H15 -1.80 -0.11 0.09
H16 -3.14 -1.62 1.21
H17 -2.22 -3.91 1.71
H18 0.10 -4.44 0.95
H19 1.41 -2.72 -0.27
C22 5.13 -0.51 1.21
C23 4.32 0.65 1.14
C24 3.04 0.61 1.62
C25 2.50 -0.57 2.22
C26 1.18 -0.55 2.77
C27 0.77 -1.69 3.42
C28 1.57 -2.85 3.50
C29 2.82 -2.87 2.94
C30 3.33 -1.71 2.29
C31 4.65 -1.66 1.76
H20 6.14 -0.47 0.83
H21 4.71 1.55 0.71
H22 2.46 1.54 1.52
H23 -0.21 -1.71 3.90
H24 1.21 -3.73 4.03
H25 3.45 -3.75 3.00
H26 5.27 -2.54 1.82

Kohn-Sham gap (spin up / spin down)   0.153 / 0.160 Eh



[2]
C13H18ClIN2O2PSZr | ωB97M-V/def2-TZVPD

Atoms and positions in Å:
C1 1.68 0.13 -0.90
C2 1.34 -0.53 -2.26
H1 2.50 0.86 -1.11
H2 2.10 -0.59 -0.18
H3 0.76 0.73 -0.49
O1 0.75 0.07 -3.16
I1 -0.89 -2.11 -1.56
Zr1 -0.58 -0.01 1.21
P1 2.08 -2.24 -2.49
C3 1.10 -3.00 -3.80
C4 3.75 -1.87 -3.15
H4 2.64 -2.72 -0.15
H5 2.97 -4.06 -1.24
H6 1.29 -3.75 -0.75
C5 2.23 -3.27 -1.00
H7 4.45 -1.65 -2.32
H8 4.09 -2.79 -3.68
H9 1.79 -3.58 -4.42
H10 0.60 -2.22 -4.38
H11 3.71 -1.02 -3.85
H12 0.38 -3.72 -3.40
C6 -1.46 0.74 -0.55
O2 -1.74 1.28 -1.57
Cl1 1.45 -0.72 2.23
N1 0.21 3.52 0.59
C7 -0.57 3.20 1.67
N2 -0.77 1.92 2.06
C8 -1.91 1.77 2.91
C9 -2.57 0.54 3.04
C10 -3.84 0.59 3.62
C11 -4.37 1.80 4.08
C12 -3.68 3.01 3.90
C13 -2.45 2.99 3.25
S1 -1.56 4.31 2.46
H13 0.15 2.91 -0.28
H14 0.31 4.52 0.41
H15 -2.07 -0.44 2.74
H16 -4.39 -0.34 3.69
H17 -5.36 1.77 4.57
H18 -4.11 3.95 4.24

Kohn-Sham gap (spin up / spin down)   0.208 / 0.208 Eh
Net charge   +3



[3]
C43H39HfN6O5S2 | ωB97M-V/def2-TZVPD

Atoms and positions in Å:
Hf1 0.58 -0.32 0.01
C1 -0.04 5.28 -1.38
C2 1.29 4.90 -1.49
C3 1.63 3.56 -1.49
C4 0.65 2.58 -1.41
C5 -0.69 2.96 -1.35
C6 -1.02 4.30 -1.31
N1 1.04 1.19 -1.46
C7 1.56 0.81 -2.66
C8 1.53 1.60 -3.84
C9 2.08 1.13 -5.01
C10 2.68 -0.14 -5.10
C11 2.71 -0.94 -4.00
C12 2.16 -0.48 -2.79
N2 2.08 -1.23 -1.65
N3 2.57 -2.38 -1.63
C13 2.38 -3.02 -0.39
C14 3.03 -4.22 -0.19
C15 2.92 -4.84 1.04
C16 2.15 -4.23 2.02
C17 1.51 -3.04 1.73
N4 1.60 -2.44 0.54
H1 -0.31 6.33 -1.37
H2 2.07 5.65 -1.58
H3 2.66 3.25 -1.60
H4 -1.46 2.20 -1.34
H5 -2.07 4.58 -1.25
H6 1.07 2.57 -3.82
H7 2.03 1.76 -5.89
H8 3.09 -0.48 -6.04
H9 3.13 -1.93 -4.03
H10 3.63 -4.63 -1.00
H11 3.42 -5.78 1.23
H12 2.05 -4.67 3.01
H13 0.91 -2.55 2.48
O1 -2.53 0.26 -1.63
C18 -2.06 -0.59 -0.93
O2 -0.87 -1.19 -1.13
C19 -2.75 -1.05 0.36
C20 -2.03 -2.25 0.96
C21 -2.79 -2.86 2.13
C22 -2.55 -1.83 3.25
C23 -1.74 -0.77 2.51
O3 -0.91 -1.56 1.61
C24 -2.61 0.01 1.51
C25 -1.86 1.30 1.20
O4 -2.33 2.40 1.32
O5 -0.58 1.09 0.88
H14 -3.80 -1.23 0.12
H15 -1.64 -2.96 0.23
H16 -3.85 -2.98 1.88
H17 -2.39 -3.84 2.39
H18 -3.46 -1.41 3.67
H19 -1.96 -2.25 4.06
H20 -1.10 -0.15 3.14
H21 -3.58 0.29 1.93
S1 2.50 0.09 1.81
C26 2.16 1.74 2.19
N5 2.95 2.71 1.83
C27 2.45 4.10 1.86
C28 0.94 4.09 1.78
N6 0.43 3.27 2.87
C29 -0.64 3.83 3.69
C30 -0.15 5.05 4.44
C31 0.92 4.93 5.33
C32 1.39 6.04 6.01
C33 0.79 7.28 5.80
C34 -0.27 7.40 4.93
C35 -0.74 6.29 4.25
C36 1.00 2.10 3.11
S2 0.77 1.11 4.41
C37 4.37 2.53 1.46
C38 4.66 2.72 -0.01
C39 4.56 1.65 -0.89
C40 4.80 1.84 -2.25
C41 5.15 3.09 -2.72
C42 5.28 4.16 -1.84
C43 5.04 3.97 -0.49
H22 2.86 4.59 0.98
H23 2.81 4.60 2.76
H24 0.60 3.68 0.83
H25 0.56 5.10 1.89
H26 -0.98 3.05 4.37
H27 -1.46 4.09 3.02
H28 1.37 3.96 5.50
H29 2.21 5.94 6.70
H30 1.16 8.15 6.34
H31 -0.74 8.37 4.77
H32 -1.57 6.38 3.56
H33 4.67 1.55 1.80
H34 4.90 3.28 2.04
H35 4.27 0.67 -0.52
H36 4.71 1.00 -2.93
H37 5.33 3.24 -3.78
H38 5.57 5.13 -2.21
H39 5.16 4.80 0.20

Kohn-Sham gap   0.221 Eh
Net charge   +1



[4]
C3H11NP | ωB97M-V/def2-TZVPD

Atoms and positions in Å:
C1 0.49 0.99 -0.19
C2 2.69 0.16 0.30
C3 0.80 -1.34 -0.26
N1 1.29 0.01 -0.13
P1 -3.20 0.51 0.08
H1 0.58 2.03 0.23
H2 -3.04 1.63 0.95
H3 -0.57 0.80 -0.31
H4 2.89 1.23 0.28
H5 2.74 -0.42 1.32
H6 3.27 -0.29 -0.46
H7 1.15 -1.90 0.56
H8 -0.23 -1.51 -0.32
H9 1.20 -1.71 -1.19
H10 -4.61 0.45 0.22
H11 -2.66 -0.58 1.03

Kohn-Sham gap   0.298 Eh
Net charge   +1



[5]
C56H84KO42 | ωB97M-V/def2-TZVPD

Atoms and positions in Å:
K1 -0.37 0.22 0.42
C1 2.94 -0.63 3.84
C2 4.36 -1.20 3.66
C3 4.98 -1.54 5.05
O1 5.67 -2.66 4.70
C4 5.21 -3.17 3.53
O2 5.72 -4.13 2.93
O3 4.23 -2.39 3.04
H1 2.27 -1.31 4.37
H2 2.43 -0.43 2.90
H3 2.83 0.24 4.49
H4 5.02 -0.51 3.14
H5 4.22 -1.69 5.82
H6 5.62 -0.68 5.26
C5 2.90 -3.04 -2.74
C6 3.06 -3.93 -4.02
C7 2.10 -3.76 -5.17
O4 3.03 -3.52 -6.25
C8 4.32 -3.62 -5.79
O5 5.29 -3.55 -6.47
O6 4.34 -3.71 -4.46
H7 3.21 -3.51 -1.80
H8 1.90 -2.70 -2.47
H9 3.32 -2.04 -2.85
H10 2.88 -4.91 -3.58
H11 1.46 -2.88 -5.06
H12 1.50 -4.66 -5.23
C9 -5.46 3.50 3.70
C10 -4.49 4.40 3.02
C11 -4.09 3.82 1.66
O7 -3.98 4.93 0.83
C12 -4.67 5.95 1.38
O8 -4.87 6.99 0.82
O9 -5.08 5.64 2.60
H13 -5.05 2.55 4.04
H14 -6.30 3.40 3.01
H15 -5.67 3.95 4.66
H16 -3.57 4.61 3.58
H17 -4.72 3.10 1.14
H18 -3.11 3.36 1.82
C13 -4.31 3.65 -2.31
C14 -2.93 3.11 -2.44
C15 -2.06 3.97 -3.27
O10 -0.99 4.16 -2.31
C16 -1.11 3.43 -1.24
O11 -0.19 3.18 -0.44
O12 -2.34 3.00 -1.17
H19 -4.77 3.84 -3.28
H20 -4.35 4.59 -1.76
H21 -4.80 2.86 -1.73
H22 -2.84 2.15 -2.96
H23 -2.44 4.93 -3.63
H24 -1.68 3.50 -4.17
C17 -3.08 -7.09 0.03
C18 -3.33 -5.68 -0.47
C19 -3.25 -4.57 0.54
O13 -2.08 -3.85 0.14
C20 -1.59 -4.33 -1.02
O14 -0.58 -3.91 -1.55
O15 -2.40 -5.33 -1.50
H25 -3.13 -7.92 -0.67
H26 -3.91 -7.30 0.70
H27 -2.10 -7.20 0.49
H28 -4.29 -5.57 -0.97
H29 -3.22 -5.03 1.53
H30 -4.16 -3.97 0.45
C21 0.15 3.00 7.00
C22 -0.65 2.32 5.96
C23 -1.71 3.28 5.43
O16 -1.61 3.08 4.06
C24 -0.51 2.34 3.74
O17 -0.18 2.02 2.62
O18 0.18 2.12 4.85
H31 -0.45 3.39 7.82
H32 0.59 3.88 6.52
H33 0.84 2.31 7.49
H34 -0.93 1.35 6.38
H35 -1.53 4.35 5.59
H36 -2.77 3.10 5.61
C25 1.98 5.18 2.56
C26 3.00 4.18 3.11
C27 2.76 2.84 2.47
O19 4.05 2.37 2.13
C28 4.96 3.36 2.25
O20 6.16 3.25 2.16
O21 4.32 4.50 2.65
H37 1.01 5.07 3.05
H38 1.75 5.22 1.50
H39 2.22 6.20 2.88
H40 2.98 4.23 4.20
H41 2.07 2.95 1.64
H42 2.29 2.13 3.15
C29 -6.84 -1.04 -0.16
C30 -5.84 -1.29 -1.27
C31 -5.68 -0.08 -2.10
O22 -4.25 0.13 -2.15
C32 -3.65 -0.78 -1.45
O23 -2.47 -0.87 -1.12
O24 -4.55 -1.47 -0.79
H43 -7.56 -0.28 -0.45
H44 -6.33 -0.80 0.77
H45 -7.45 -1.92 0.03
H46 -6.09 -2.15 -1.89
H47 -6.21 0.75 -1.62
H48 -6.12 -0.28 -3.08
C33 -2.18 -2.51 -4.37
C34 -3.69 -2.78 -4.64
C35 -3.87 -3.68 -5.81
O25 -4.76 -4.64 -5.28
C36 -4.90 -4.60 -3.99
O26 -5.42 -5.52 -3.29
O27 -4.26 -3.48 -3.53
H49 -1.92 -1.81 -3.58
H50 -1.77 -2.08 -5.28
H51 -1.64 -3.44 -4.16
H52 -4.25 -1.84 -4.73
H53 -2.90 -4.11 -6.06
H54 -4.32 -3.03 -6.56
C37 6.32 -1.43 -0.37
C38 5.47 -0.19 -0.38
C39 5.23 0.38 -1.76
O28 3.87 0.83 -1.82
C40 3.25 0.37 -0.70
O29 2.10 0.68 -0.42
O30 4.15 -0.36 0.05
H55 5.94 -2.16 -1.08
H56 6.22 -1.85 0.63
H57 7.39 -1.29 -0.53
H58 5.88 0.55 0.31
H59 5.42 -0.39 -2.51
H60 5.83 1.27 -1.93
C41 3.09 4.03 -1.17
C42 2.63 5.23 -2.03
C43 3.02 6.55 -1.40
O31 3.44 7.25 -2.52
C44 3.54 6.51 -3.60
O32 3.88 6.89 -4.75
O33 3.23 5.26 -3.31
H61 2.73 3.11 -1.63
H62 2.62 4.07 -0.18
H63 4.16 3.85 -1.11
H64 1.57 5.27 -2.29
H65 3.86 6.41 -0.72
H66 2.17 6.99 -0.87
C45 -1.57 -2.73 3.97
C46 -2.82 -1.93 3.80
C47 -2.92 -0.71 4.67
O34 -3.17 0.41 3.80
C48 -3.13 -0.05 2.62
O35 -3.35 0.68 1.67
O36 -2.63 -1.30 2.60
H67 -0.68 -2.13 4.15
H68 -1.35 -3.47 3.20
H69 -1.72 -3.35 4.86
H70 -3.75 -2.49 3.79
H71 -1.97 -0.51 5.16
H72 -3.76 -0.69 5.37
C49 2.54 0.62 -6.29
C50 2.60 1.08 -4.77
C51 2.09 2.49 -4.63
O37 1.05 2.43 -3.65
C52 0.67 1.12 -3.44
O38 -0.18 0.67 -2.70
O39 1.54 0.31 -4.16
H73 1.58 0.77 -6.79
H74 2.72 -0.45 -6.39
H75 3.33 1.20 -6.77
H76 3.55 0.87 -4.28
H77 1.68 2.92 -5.54
H78 2.96 2.97 -4.19
C53 1.68 -6.39 2.75
C54 2.38 -5.12 2.28
C55 2.62 -5.08 0.81
O40 2.36 -3.70 0.41
C56 1.53 -3.19 1.33
O41 0.87 -2.14 1.28
O42 1.43 -4.03 2.36
H79 0.95 -6.81 2.05
H80 1.09 -6.20 3.64
H81 2.38 -7.23 2.79
H82 3.32 -5.04 2.84
H83 1.94 -5.68 0.21
H84 3.60 -5.42 0.48

Kohn-Sham gap   0.362 Eh
Net charge   +1



[6]
C22H33N2RuS | ωB97M-V/def2-TZVPD

Atoms and positions in Å:
C1 1.06 -1.92 0.73
C2 2.00 -1.20 -0.11
C3 1.53 -1.24 -1.46
C4 0.26 -1.87 -1.47
C5 -0.07 -2.28 -0.13
Ru1 -0.12 -0.15 0.48
C6 -2.50 1.23 -0.18
C7 -1.96 0.82 1.05
H1 -1.82 1.58 1.82
C8 -1.87 -0.59 1.43
H2 -2.63 -1.23 0.97
H3 -1.73 -0.82 2.48
C9 -2.54 2.68 -0.50
H4 -1.90 3.25 0.19
H5 -2.19 2.87 -1.52
H6 -3.56 3.08 -0.43
C10 -3.09 0.30 -1.18
H7 -2.93 -0.76 -0.96
H8 -4.18 0.46 -1.27
H9 -2.68 0.49 -2.18
C11 3.31 -0.65 0.34
H10 3.30 -0.42 1.42
H11 4.12 -1.37 0.15
H12 3.54 0.27 -0.20
C12 2.26 -0.66 -2.61
H13 2.73 0.29 -2.32
H14 3.05 -1.33 -2.96
H15 1.58 -0.46 -3.44
C13 -0.62 -2.11 -2.64
H16 -0.64 -1.23 -3.31
H17 -0.30 -2.97 -3.24
H18 -1.65 -2.30 -2.31
C14 -1.08 -3.32 0.23
H19 -2.04 -3.11 -0.27
H20 -0.75 -4.32 -0.09
H21 -1.26 -3.35 1.31
C15 1.40 -2.63 2.00
H22 0.49 -2.92 2.55
H23 1.95 -3.57 1.78
H24 2.03 -2.02 2.65
C16 0.34 1.54 -1.02
C17 1.00 2.64 -0.53
C18 -0.03 1.51 -2.35
C19 1.35 3.71 -1.38
H25 1.24 2.69 0.53
C20 0.34 2.54 -3.22
H26 -0.63 0.69 -2.75
C21 1.04 3.65 -2.74
H27 1.87 4.58 -0.97
H28 0.08 2.48 -4.28
H29 1.33 4.46 -3.42
N1 0.39 1.40 4.92
C22 0.31 0.44 3.98
N2 -0.24 -0.72 4.35
S1 0.95 0.76 2.41
H30 0.15 1.19 5.90
H31 0.85 2.28 4.74
H32 -0.29 -1.51 3.71
H33 -0.53 -0.87 5.31

Multiplicity   5
Kohn-Sham gap (spin up / spin down)   0.211 / 0.244 Eh
Net charge   +1



[7]
C7H18NOSi | ωB97M-V/def2-TZVPD

Atoms and positions in Å:
C1 -2.91 -0.95 0.16
C2 -1.76 -1.85 0.61
C3 -2.65 0.49 0.26
C4 -0.50 -1.43 -0.12
C5 -1.43 0.89 -0.53
C6 -1.34 1.94 -1.42
C7 2.77 1.61 0.81
N1 -0.27 0.04 -0.14
O1 2.53 0.27 0.33
Si1 3.76 -0.73 -0.29
H1 -2.88 -1.18 -0.92
H2 -3.80 -1.31 0.66
H3 -1.50 -1.87 1.68
H4 -2.07 -2.88 0.34
H5 -3.46 1.13 -0.09
H6 -2.68 0.83 1.34
H7 0.41 -1.92 0.18
H8 -0.61 -1.66 -1.21
H9 -2.13 2.75 -1.43
H10 -0.54 2.03 -2.04
H11 4.43 0.21 -1.15
H12 3.59 1.44 1.65
H13 1.89 2.05 1.19
H14 3.06 2.38 0.02
H15 0.19 0.32 0.85
H16 0.46 0.21 -0.85
H17 2.82 -1.82 -0.78
H18 4.61 -1.00 0.92

Kohn-Sham gap   0.388 Eh
Net charge   +1



[8]
C3H5N2OP | ωB97M-V/def2-TZVPD

Atoms and positions in Å:
C1 0.59 -1.18 0.81
C2 -0.38 0.10 -0.91
C3 0.22 1.35 1.04
N1 -0.53 -1.09 -1.57
N2 0.15 0.01 0.46
O1 -0.69 1.15 -1.41
P1 -0.04 -2.65 -1.07
H1 1.02 -1.55 1.63
H2 -0.75 1.47 1.59
H3 1.14 1.53 1.64
H4 0.24 2.06 0.24
H5 -0.99 -1.21 -2.44

Kohn-Sham gap (spin up / spin down)   0.239 / 0.240 Eh



M across the listed records, respectively: 698.09; 550.92; 962.45; 92.10; 1468.34; 458.66; 160.31; 116.06 g mol⁻¹.
Calculated total energy across the listed records, respectively: -3123.1076; -2309.5845; -3211.1796; -516.6658; -5944.2585; -1460.3402; -696.6984; -643.2924 a.u..